*one*
Computed, not measured: a 2-piece molecular cluster, C3H5N2O overall, with ωB97M-V/def2-TZVPD.

Positions of all 11 atoms, in Å:
N1 0.025 0.296 0.132
C1 1.273 -1.319 -0.173
O1 -1.058 -0.125 0.844
H1 1.794 -1.638 0.797
H2 -2.882 0.720 1.044
C2 -1.290 1.872 0.016
H3 -1.606 2.886 -0.338
C3 -1.910 0.853 0.674
N2 -0.053 1.442 -0.292
H4 0.402 -1.885 -0.327
H5 1.873 -0.890 -1.071

Properties
HOMO energy = -0.5782 Eh
Total charge = +1
Spin multiplicity = 1
LUMO energy = -5.758 eV
HOMO-LUMO gap = 9.976 eV



*two*
Computed, not measured: a 2-piece molecular cluster, C3H5N2O overall, with ωB97M-V/def2-TZVPD.

Positions of all 11 atoms, in Å:
N1 -0.881 -2.014 2.997
C1 -1.102 -0.864 2.820
H1 0.836 1.396 -2.115
H2 -0.827 0.640 -2.080
C2 0.145 0.669 -1.611
O1 -1.332 0.276 2.937
H3 -0.548 -2.743 2.369
N2 -0.270 0.952 0.892
H4 0.687 -0.326 -1.711
H5 -0.721 0.963 1.937
C3 -0.010 0.963 -0.239

Properties
HOMO energy = -0.5931 Eh
Total charge = +1
Spin multiplicity = 1
LUMO energy = -4.000 eV
HOMO-LUMO gap = 12.139 eV



*three*
Computed, not measured: an isolated ion of composition C3H5N2O and charge +1, with ωB97M-V/def2-TZVPD.

Positions of all 11 atoms, in Å:
C1 -0.724 1.202 0.019
N1 0.516 1.311 -0.057
C2 0.027 -0.999 0.003
H1 -1.325 2.074 0.175
H2 1.977 0.151 0.730
C3 1.155 0.073 -0.112
H3 1.672 0.085 -0.992
N2 -1.139 -0.189 -0.093
H4 0.150 -1.364 1.155
H5 -0.050 -1.831 -0.723
O1 -2.258 -0.514 -0.105

Properties
HOMO energy = -0.6032 Eh
Total charge = +1
Spin multiplicity = 1
LUMO energy = -7.619 eV
HOMO-LUMO gap = 8.796 eV



*four*
Computed, not measured: an isolated ion of composition C3H5N2O and charge +1, with ωB97M-V/def2-TZVPD.

Positions of all 11 atoms, in Å:
H1 -2.823 0.976 -0.052
C1 0.405 1.335 0.017
O1 1.443 0.663 -0.001
N1 -2.240 0.155 -0.013
H2 1.737 -1.173 0.850
N2 -0.204 -0.897 0.045
H3 -0.623 -1.816 0.058
C2 -0.984 0.218 0.010
H4 0.418 2.423 0.030
C3 1.207 -0.738 -0.012
H5 1.663 -1.145 -0.932

Properties
HOMO energy = -0.5326 Eh
Total charge = +1
Spin multiplicity = 1
LUMO energy = -6.435 eV
HOMO-LUMO gap = 8.059 eV



The most stable arrangement is *two*, and the next structure is 151.1 kJ/mol less stable.